No. 1
Density functional theory data (ωB97M-V/def2-TZVPD) for C19H55Li2O16 as an isolated structure at a distorted geometry.

Summary:
Lowest unoccupied orbital energy in eV: -2.859
Molecular weight in u: 553.52
Maximum force in hartree/bohr: 0.0310
E in hartree: -1975.62438
Charge: +1

Positions of all 92 atoms, in Å:
Li: 0.2302 -3.1286 -2.0096
Li: 0.5305 0.1387 -3.1921
C: -0.7828 -0.8006 0.6680
C: 0.3327 -0.6873 -0.3676
O: 0.0343 -1.1142 -1.6637
H: -1.2397 -1.7938 0.7037
H: -1.5990 -0.1688 0.2943
H: -0.5718 -0.4622 1.6780
H: 1.2504 -1.1502 0.0203
H: 0.5294 0.3992 -0.4171
C: 0.8731 -2.8637 2.9583
C: 1.6400 -3.5185 4.1230
C: 1.4265 -5.0207 4.1222
O: 3.0146 -3.1906 3.9710
H: -0.1867 -3.1186 2.9776
H: 1.3479 -3.1717 2.0216
H: 1.0240 -1.7833 2.9577
H: 1.2376 -3.1242 5.0570
H: 0.4299 -5.2297 4.5206
H: 2.0801 -5.5069 4.8514
H: 1.5936 -5.4762 3.1447
H: 3.4532 -3.8737 3.4569
C: -1.8749 3.4111 2.2695
C: -0.6445 4.2468 2.6131
O: -1.0225 5.6028 2.6290
O: -2.2143 3.5869 0.8786
H: -2.7270 3.7955 2.8350
H: -1.6828 2.3600 2.4485
H: 0.1096 4.0365 1.8521
H: -0.2806 3.8992 3.5863
H: -0.2427 6.1637 2.6547
H: -2.6487 4.4448 0.8134
C: -0.1774 2.9462 -2.7135
C: -1.3032 2.4818 -3.6295
O: -1.6365 1.1353 -3.3765
O: 0.9600 2.1158 -3.0420
H: -0.4355 2.7218 -1.6780
H: 0.0145 4.0135 -2.7992
H: -0.9439 2.5776 -4.6607
H: -2.1647 3.1581 -3.6400
H: -2.0219 1.1412 -2.4717
H: 1.6438 2.6068 -3.5043
C: 1.9683 5.0126 0.1143
C: 2.3337 3.5465 0.0563
O: 3.4042 3.2689 -0.8364
O: 0.9273 5.3934 -0.7979
H: 2.8539 5.6445 0.0200
H: 1.6104 5.2134 1.1303
H: 1.4529 2.9808 -0.2744
H: 2.5246 3.1366 1.0474
H: 3.1080 3.3477 -1.7440
H: 0.2671 5.7961 -0.2284
C: 2.1817 -4.1924 -0.3960
C: 1.0190 -5.1177 -0.2103
O: -0.1937 -4.3189 -0.3288
O: 2.1687 -3.6710 -1.7358
H: 3.1184 -4.7342 -0.2362
H: 2.1209 -3.3302 0.2684
H: 1.0165 -5.5578 0.7828
H: 1.0365 -5.8566 -1.0142
H: -0.8020 -4.5742 0.3683
H: 2.9354 -3.1284 -1.9339
C: -3.5090 -3.1893 -0.4423
C: -3.4904 -2.4928 -1.8001
O: -3.0388 -1.1475 -1.7274
O: -4.0586 -4.4840 -0.5748
H: -4.1041 -2.5864 0.2467
H: -2.5078 -3.1922 0.0004
H: -4.4422 -2.5643 -2.3228
H: -2.7844 -3.0152 -2.4609
H: -2.0666 -1.1558 -1.8135
H: -3.3631 -5.1056 -0.8035
C: -4.2104 2.7132 -1.5698
C: -4.9165 2.0023 -2.7157
O: -5.0359 0.6272 -2.5403
O: -2.9269 2.1195 -1.3579
H: -4.8012 2.7017 -0.6523
H: -4.0589 3.7622 -1.8626
H: -4.5189 2.3050 -3.6935
H: -5.9265 2.4309 -2.7293
H: -4.2003 0.1999 -2.2627
H: -2.6401 2.4079 -0.4652
C: 4.4866 -1.0141 1.2426
C: 3.8337 0.1021 0.4459
O: 4.8360 1.0530 0.1610
O: 5.3077 -1.7919 0.3562
H: 3.7138 -1.6265 1.7045
H: 5.1546 -0.6292 2.0154
H: 3.0668 0.5455 1.0962
H: 3.3990 -0.2946 -0.4739
H: 4.3709 1.8679 -0.0748
H: 6.0245 -1.2082 0.0819



No. 2
Density functional theory data (ωB97M-V/def2-TZVPD) for a 8-piece molecular cluster, C19H56ClN4O11 overall at a distorted geometry.

Summary:
Lowest unoccupied orbital energy in eV: 2.265
Molecular weight in u: 552.13
Maximum force in hartree/bohr: 0.0947
E in hartree: -2263.83778
Charge: -1

Positions of all 91 atoms, in Å:
Cl: 11.7003 9.5018 -2.5762
O: 10.8726 10.0586 -3.6207
O: 12.1996 8.2064 -3.0312
O: 12.8855 10.3484 -2.4637
O: 10.9889 9.4701 -1.3707
C: 12.9120 1.6285 -3.1932
O: 11.9440 2.2670 -2.4159
H: 12.5374 0.6572 -3.5163
H: 13.1246 2.2146 -4.0873
H: 13.7319 1.3332 -2.5385
H: 12.2894 3.1619 -2.4537
C: 9.4722 7.0354 4.4054
O: 9.4128 8.4113 4.3443
H: 10.5084 6.6977 4.3848
H: 8.9558 6.7288 5.3150
H: 8.8354 6.6327 3.6178
H: 9.6469 8.8242 3.5098
C: 17.8930 5.9768 -1.1315
O: 19.3075 6.2636 -0.9982
H: 17.7469 4.9141 -0.9382
H: 17.3925 6.6314 -0.4180
H: 17.5975 6.1977 -2.1572
H: 19.8086 5.6617 -1.5534
C: 13.2004 20.6733 -8.1725
C: 13.1683 19.2558 -7.5437
C: 11.8603 18.5742 -8.1128
O: 11.6746 17.2943 -7.4299
C: 10.7953 16.4507 -8.1503
N: 14.3184 18.5034 -8.0148
H: 13.9749 21.2684 -7.6888
H: 12.2280 21.1002 -7.9272
H: 13.4835 20.6643 -9.2251
H: 13.2264 19.4245 -6.4684
H: 12.1015 18.4340 -9.1665
H: 10.9402 19.1508 -8.0180
H: 9.8337 16.9076 -8.3843
H: 10.5674 15.4805 -7.7087
H: 11.3694 16.2681 -9.0587
H: 14.0738 17.9385 -8.8155
H: 14.8778 19.2285 -8.4406
C: 17.6588 11.2786 -7.6824
C: 17.5687 12.1065 -6.4572
C: 18.4050 11.5940 -5.2555
O: 18.5065 12.5599 -4.1704
C: 18.8268 11.9043 -2.9532
N: 18.1357 13.2959 -6.9557
H: 17.3327 11.6062 -8.6695
H: 16.9773 10.4442 -7.5168
H: 18.6757 10.8874 -7.7154
H: 16.5856 12.3743 -6.0701
H: 19.3499 11.1524 -5.5721
H: 17.8010 10.7595 -4.8992
H: 17.8913 11.3544 -2.8504
H: 18.9437 12.6090 -2.1299
H: 19.6408 11.1949 -3.1030
H: 17.4758 13.3019 -7.7202
H: 19.0289 13.0715 -7.3703
C: 1.3385 2.6486 0.7736
C: 2.5911 2.4768 -0.0627
C: 3.4554 3.8284 -0.1408
O: 4.6240 3.5903 -0.8762
C: 5.3215 4.7296 -1.3217
N: 3.3419 1.4816 0.6851
H: 0.5389 1.9397 0.5587
H: 0.8471 3.6160 0.8765
H: 1.5261 2.3376 1.8014
H: 2.4924 2.1991 -1.1122
H: 3.7567 4.2016 0.8380
H: 2.8986 4.7601 -0.2406
H: 6.0972 4.3145 -1.9651
H: 5.7033 5.2349 -0.4346
H: 4.7599 5.4383 -1.9303
H: 3.5291 1.9295 1.5708
H: 4.2162 1.5514 0.1843
C: 13.0511 16.9592 -0.8987
C: 14.5496 17.2006 -1.2774
C: 15.6447 16.8824 -0.2402
O: 16.9857 17.1096 -0.9142
C: 17.9571 17.7959 -0.0585
N: 14.8426 16.3528 -2.4851
H: 12.7435 17.7326 -0.1949
H: 12.8519 15.9837 -0.4552
H: 12.3261 17.2126 -1.6722
H: 14.5850 18.2753 -1.4559
H: 15.6971 15.8554 0.1215
H: 15.5589 17.6070 0.5696
H: 18.1807 17.1397 0.7827
H: 17.9332 18.8772 0.0769
H: 18.9389 17.7459 -0.5293
H: 14.6480 15.3946 -2.2321
H: 14.1195 16.3656 -3.1901



No. 3
Density functional theory data (ωB97M-V/def2-TZVPD) for C19H56N14NbO8 as an isolated structure at a distorted geometry.

Summary:
Lowest unoccupied orbital energy in eV: 1.456
Molecular weight in u: 701.65
Maximum force in hartree/bohr: 0.0441
E in hartree: -2182.95292
Charge: -1

Positions of all 98 atoms, in Å:
C: -2.8740 -0.0754 8.1493
O: -2.4124 -0.8059 6.9912
C: -3.3459 -0.7249 5.8759
Nb: -2.3492 -1.8830 4.1221
C: -2.6773 -0.1118 2.6690
C: -2.1948 -0.4582 1.1796
C: -0.8482 0.2949 0.7425
C: 0.3740 -0.6386 1.2190
C: -0.7696 0.4848 -0.8350
C: 0.6990 0.7525 -1.4057
C: 1.4368 -0.5376 -1.9400
C: 2.7983 -0.8143 -1.8117
C: 3.7929 0.0696 -0.9196
C: 3.4572 -2.0567 -2.5830
H: -3.0228 -0.8484 8.9834
H: -1.9975 0.5689 8.5066
H: -3.7949 0.5502 7.9597
H: -4.3631 -1.1786 6.1134
H: -3.4950 0.3305 5.4803
H: -0.7636 -1.1266 4.6865
H: -2.1173 -3.2494 5.3236
H: -3.9258 -2.6284 3.6077
H: -1.4550 -2.8613 2.8385
H: -2.1472 0.7866 3.1183
H: -3.7987 0.0866 2.6757
H: -3.0297 -0.1342 0.4782
H: -1.9789 -1.5678 1.1178
H: -0.7563 1.3049 1.2727
H: 0.4670 -1.4950 0.4885
H: 1.3561 -0.0513 1.2259
H: 0.1552 -1.0020 2.2664
H: -1.4163 1.3729 -1.1075
H: -1.1922 -0.4433 -1.3211
H: 1.3292 1.2732 -0.6264
H: 0.5661 1.4857 -2.2756
H: 0.8107 -1.2842 -2.5169
H: 4.4406 0.7531 -1.5523
H: 3.2359 0.7113 -0.1699
H: 4.4079 -0.6705 -0.3225
H: 3.7407 -1.7853 -3.6548
H: 2.7699 -2.9620 -2.5952
H: 4.4139 -2.3247 -2.0299
C: -0.2830 2.9265 6.3022
O: 0.7926 2.3495 6.3304
N: -1.4664 2.2867 6.4790
N: -0.3869 4.2691 6.0901
H: -2.3572 2.7465 6.4595
H: -1.4337 1.2888 6.6391
H: 0.4684 4.7788 5.9546
H: -1.2583 4.7642 6.0625
C: -1.4166 -3.6205 -1.7232
O: -0.7529 -2.6189 -1.4944
N: -1.0792 -4.5192 -2.6842
N: -2.5490 -3.9165 -1.0332
H: -1.6105 -5.3449 -2.8867
H: -0.2460 -4.3323 -3.2179
H: -2.8293 -3.2715 -0.3112
H: -3.1089 -4.7308 -1.2019
C: 1.7497 4.4383 -0.9138
O: 0.5408 4.5515 -1.0320
N: 2.3308 3.8802 0.1786
N: 2.6230 4.8623 -1.8689
H: 3.3220 3.7780 0.2941
H: 1.7180 3.5531 0.9074
H: 2.2303 5.2805 -2.6933
H: 3.6197 4.7788 -1.7917
C: -0.5881 -3.2794 -6.2457
O: -0.0635 -3.8845 -5.3250
N: -1.8773 -2.8556 -6.1996
N: 0.0727 -2.9778 -7.3944
H: -2.3285 -2.3568 -6.9432
H: -2.3974 -3.0605 -5.3627
H: 1.0306 -3.2757 -7.4636
H: -0.3394 -2.4814 -8.1621
C: 6.6965 -0.2588 -4.4215
O: 7.2204 -0.8606 -3.4951
N: 5.4056 0.1553 -4.3919
N: 7.3646 0.0493 -5.5664
H: 4.9605 0.6516 -5.1449
H: 4.8747 -0.0522 -3.5620
H: 8.3249 -0.2403 -5.6285
H: 6.9526 0.5429 -6.3377
C: -7.7100 -1.9991 4.3426
O: -7.6875 -2.2164 3.1416
N: -6.9804 -2.7177 5.2335
N: -8.4724 -1.0141 4.8936
H: -6.9874 -2.5531 6.2226
H: -6.4016 -3.4550 4.8658
H: -9.0272 -0.4593 4.2658
H: -8.5061 -0.8177 5.8763
C: 4.4119 3.8442 -5.9594
O: 4.6996 2.8492 -6.6091
N: 5.3521 4.6806 -5.4474
N: 3.1286 4.1975 -5.6946
H: 5.1380 5.5012 -4.9123
H: 6.3151 4.4503 -5.6231
H: 2.4043 3.6011 -6.0572
H: 2.8707 5.0083 -5.1644



Relative energy (zero: lowest compared OMol25 entry of this formula, charge and spin) values, unit eV, following the record order: 0.000 6.499 2.598.